Entry 1:
{"formula": "C5H35N2O12", "method": "ωB97M-V with the def2-TZVPD basis set", "elements": ["N", "C", "C", "C", "O", "C", "N", "C", "H", "H", "H", "H", "H", "H", "H", "H", "H", "H", "H", "H", "H", "H", "H", "O", "H", "H", "O", "H", "H", "O", "H", "H", "O", "H", "H", "O", "H", "H", "O", "H", "H", "O", "H", "H", "O", "H", "H", "O", "H", "H", "O", "H", "H", "O"], "coordinates": [[-2.15, 0.87, 1.70], [-2.36, 1.58, 0.45], [-1.97, 0.70, -0.75], [-3.10, -0.12, -1.31], [-3.25, -1.37, -0.74], [-1.68, 2.96, 0.28], [-0.25, 2.82, -0.19], [0.50, 4.06, -0.43], [-1.45, 0.13, 1.64], [-1.99, 1.46, 2.54], [-3.44, 1.81, 0.44], [-1.18, 0.01, -0.47], [-1.52, 1.25, -1.56], [-2.94, -0.18, -2.43], [-4.04, 0.43, -1.42], [-2.14, 3.57, -0.51], [-1.85, 3.71, 1.06], [0.23, 2.47, 0.65], [0.07, 4.65, -1.24], [1.55, 3.94, -0.86], [0.65, 4.71, 0.43], [2.14, -0.48, -0.74], [0.97, 0.44, -0.85], [1.89, 0.42, -1.12], [1.19, -3.33, 2.23], [1.29, -4.40, 0.42], [1.52, -3.09, 1.35], [2.02, -2.61, -0.68], [3.35, -2.51, -1.46], [2.61, -2.00, -1.12], [-0.53, -5.23, 1.54], [-1.95, -5.08, 1.65], [-1.15, -4.82, 2.17], [0.19, -0.72, 1.70], [1.48, -1.40, 2.30], [1.00, -0.54, 2.19], [1.62, 1.11, -4.20], [2.19, 1.57, -2.99], [1.63, 1.95, -3.71], [-1.00, 2.46, -2.87], [-0.05, 2.65, -4.09], [-0.93, 2.87, -3.75], [1.05, 3.76, 1.99], [2.25, 3.29, 2.81], [1.31, 3.61, 2.91], [-1.19, -2.53, 1.64], [0.09, -2.54, 0.70], [-0.85, -2.17, 0.82], [-2.50, -1.58, -0.14], [0.86, -5.20, -0.94], [0.82, -5.20, 0.01], [3.69, -3.01, 0.95], [3.22, -2.45, 2.21], [4.05, -2.70, 1.79]], "e_homo_ev": -6.41, "max_force_ev_per_a": 2.622, "total_charge": -1, "de_lowest_kj_mol": 309.4}



Entry 2:
{"formula": "C3H4FNS", "method": "ωB97M-V with the def2-TZVPD basis set", "elements": ["C", "C", "C", "N", "F", "S", "H", "H", "H", "H"], "coordinates": [[-0.21, 1.40, -0.17], [-1.30, 0.72, -0.54], [0.38, -1.14, 0.59], [1.22, -0.03, 0.39], [2.03, -0.08, -0.76], [-1.28, -1.00, -0.37], [0.40, 2.35, -0.24], [-2.18, 1.13, -0.95], [0.80, -2.12, 0.26], [0.13, -1.23, 1.79]], "e_homo_ev": -8.86, "max_force_ev_per_a": 4.222, "de_lowest_kj_mol": 477.5}



Entry 3:
{"formula": "C5H11NO", "method": "ωB97M-V with the def2-TZVPD basis set", "elements": ["C", "C", "C", "N", "C", "O", "C", "H", "H", "H", "H", "H", "H", "H", "H", "H", "H", "H"], "coordinates": [[0.93, 1.68, -1.48], [0.93, 0.19, -1.12], [0.90, 0.01, 0.37], [-0.15, 0.33, 1.12], [-1.50, -0.08, 0.63], [-1.95, 0.45, -0.36], [-1.78, -1.30, 1.29], [1.05, 1.80, -2.56], [-0.01, 2.12, -1.17], [1.76, 2.21, -0.98], [0.05, -0.28, -1.57], [1.82, -0.32, -1.51], [0.53, -1.77, 0.41], [1.86, 0.00, 0.89], [-0.01, 0.20, 2.11], [-1.53, -1.41, 2.34], [-0.30, -1.92, 0.66], [-2.60, -1.90, 0.92]], "e_homo_ev": -7.83, "max_force_ev_per_a": 0.381, "de_lowest_kj_mol": 409.4}



Entry 4:
{"formula": "C5H8O2", "method": "ωB97M-V with the def2-TZVPD basis set", "elements": ["C", "C", "C", "C", "O", "C", "O", "H", "H", "H", "H", "H", "H", "H", "H"], "coordinates": [[-2.08, 0.10, 0.10], [-0.90, -0.84, -0.31], [0.42, -0.13, -0.84], [1.11, 0.37, 0.40], [0.48, 0.55, 1.42], [2.62, 0.56, 0.61], [3.51, 0.15, -0.09], [-2.05, 0.44, 1.14], [-3.05, -0.40, -0.03], [-2.13, 1.01, -0.52], [-1.26, -1.52, -1.08], [-0.69, -1.45, 0.59], [1.18, -0.61, -1.50], [0.07, 0.70, -1.46], [2.77, 1.07, 1.58]], "smiles": "CCCC(=O)C=O", "e_homo_ev": -9.85, "max_force_ev_per_a": 1.189, "de_lowest_kj_mol": 128.2}



Entry 5:
{"formula": "C27H27ClN7O6S2Ti", "method": "ωB97M-V with the def2-TZVPD basis set", "elements": ["Ti", "Cl", "C", "C", "C", "C", "O", "C", "C", "N", "C", "C", "C", "C", "C", "C", "C", "C", "N", "C", "C", "H", "H", "H", "H", "H", "H", "H", "H", "H", "H", "C", "C", "N", "C", "C", "N", "C", "O", "O", "C", "O", "O", "H", "H", "H", "H", "H", "O", "S", "N", "C", "N", "C", "C", "S", "N", "C", "C", "H", "H", "H", "H", "H", "H", "H", "H", "H", "H", "H", "H"], "coordinates": [[-0.49, -0.04, -1.50], [-3.73, 2.69, 4.49], [-2.75, 2.23, 3.13], [-1.39, 2.57, 3.12], [-0.59, 2.19, 2.07], [-1.12, 1.47, 0.99], [-0.35, 1.11, 0.02], [-2.50, 1.16, 0.98], [-3.15, 0.52, -0.12], [-2.61, 0.14, -1.22], [-3.41, -0.44, -2.25], [-4.79, -0.47, -2.26], [-5.49, -1.03, -3.35], [-4.83, -1.53, -4.43], [-3.42, -1.53, -4.45], [-2.66, -2.03, -5.53], [-1.30, -2.00, -5.48], [-0.67, -1.46, -4.34], [-1.35, -0.99, -3.32], [-2.71, -1.01, -3.35], [-3.30, 1.55, 2.08], [-0.98, 3.12, 3.95], [0.46, 2.43, 2.06], [-4.22, 0.37, 0.03], [-5.36, -0.04, -1.46], [-6.57, -1.03, -3.32], [-5.37, -1.94, -5.27], [-3.18, -2.44, -6.39], [-0.69, -2.38, -6.29], [0.41, -1.42, -4.27], [-4.35, 1.30, 2.08], [2.69, -2.40, -1.10], [2.70, -1.06, -1.73], [1.64, -0.31, -2.03], [2.12, 0.85, -2.60], [3.48, 0.80, -2.65], [3.82, -0.41, -2.10], [4.55, 1.71, -3.14], [4.15, 2.84, -3.67], [5.70, 1.38, -3.03], [1.14, 1.88, -3.04], [1.55, 2.92, -3.56], [-0.07, 1.55, -2.83], [1.66, -2.70, -0.90], [3.23, -2.37, -0.16], [3.16, -3.13, -1.76], [4.77, -0.72, -1.99], [3.14, 2.93, -3.68], [-0.98, -3.99, 0.73], [-1.35, -2.62, 0.36], [-0.55, -1.90, -0.64], [3.76, 1.44, 3.15], [2.75, 0.79, 3.97], [3.24, 0.46, 5.30], [1.85, -0.05, 3.35], [2.03, -0.56, 1.77], [0.78, -0.40, 4.11], [0.28, 0.43, 5.19], [-0.17, -1.39, 3.62], [4.19, 2.26, 3.73], [3.31, 1.84, 2.25], [4.56, 0.75, 2.86], [4.24, 0.03, 5.23], [2.60, -0.27, 5.78], [3.29, 1.35, 5.92], [0.81, 1.37, 5.22], [0.37, -0.07, 6.16], [-0.78, 0.63, 5.01], [0.35, -2.18, 3.08], [-0.90, -0.93, 2.94], [-0.69, -1.81, 4.47]], "e_homo_ev": [-7.67, -8.06], "max_force_ev_per_a": 0.678, "multiplicity": 2, "de_lowest_kj_mol": 18.3}



Entry 6:
{"formula": "C43H67BrO30S", "method": "ωB97M-V with the def2-TZVPD basis set", "elements": ["C", "C", "C", "Br", "C", "C", "C", "O", "S", "O", "O", "C", "H", "H", "H", "H", "H", "H", "H", "H", "H", "H", "H", "H", "H", "C", "C", "C", "O", "C", "O", "O", "H", "H", "H", "H", "H", "H", "C", "C", "C", "O", "C", "O", "O", "H", "H", "H", "H", "H", "H", "C", "C", "C", "O", "C", "O", "O", "H", "H", "H", "H", "H", "H", "C", "C", "C", "O", "C", "O", "O", "H", "H", "H", "H", "H", "H", "C", "C", "C", "O", "C", "O", "O", "H", "H", "H", "H", "H", "H", "C", "C", "C", "O", "C", "O", "O", "H", "H", "H", "H", "H", "H", "C", "C", "C", "O", "C", "O", "O", "H", "H", "H", "H", "H", "H", "C", "C", "C", "O", "C", "O", "O", "H", "H", "H", "H", "H", "H", "C", "C", "C", "O", "C", "O", "O", "H", "H", "H", "H", "H", "H"], "coordinates": [[-0.07, 0.62, 0.02], [-0.49, -0.56, -0.86], [-0.95, -1.87, -0.18], [-2.06, -1.50, 1.38], [0.15, -2.89, 0.18], [0.93, -2.44, 1.43], [2.38, -2.82, 1.49], [3.07, -2.26, 0.33], [2.78, -3.09, -0.97], [3.32, -2.35, -2.06], [3.26, -4.42, -0.78], [1.00, -3.22, -1.08], [-0.85, 0.92, 0.72], [0.10, 1.48, -0.64], [0.86, 0.46, 0.54], [-1.33, -0.23, -1.47], [0.33, -0.77, -1.54], [-1.63, -2.36, -0.87], [-0.37, -3.81, 0.45], [0.84, -1.36, 1.58], [0.46, -2.89, 2.31], [2.85, -2.36, 2.36], [2.57, -3.89, 1.55], [0.71, -2.65, -1.95], [0.87, -4.27, -1.34], [-1.46, 1.12, 6.58], [-1.27, 1.23, 5.09], [0.16, 1.10, 4.61], [0.13, 1.86, 3.39], [-0.85, 2.79, 3.51], [-1.02, 3.69, 2.75], [-1.60, 2.55, 4.60], [-2.46, 1.44, 6.86], [-1.31, 0.09, 6.90], [-0.75, 1.76, 7.11], [-1.93, 0.52, 4.57], [0.45, 0.07, 4.42], [0.87, 1.57, 5.30], [3.47, -8.25, 4.49], [3.36, -6.82, 4.06], [4.64, -6.15, 3.60], [4.38, -4.77, 3.91], [3.50, -4.73, 4.94], [3.20, -3.75, 5.54], [2.99, -5.96, 5.18], [2.56, -8.57, 4.99], [3.63, -8.89, 3.62], [4.30, -8.39, 5.19], [2.59, -6.69, 3.30], [4.83, -6.26, 2.54], [5.51, -6.48, 4.18], [5.92, -2.32, -3.92], [5.80, -1.98, -5.38], [7.09, -1.85, -6.16], [6.72, -0.92, -7.20], [5.71, -0.15, -6.71], [5.30, 0.84, -7.24], [5.25, -0.65, -5.55], [4.95, -2.18, -3.43], [6.22, -3.36, -3.79], [6.64, -1.69, -3.41], [5.12, -2.68, -5.88], [7.43, -2.78, -6.60], [7.89, -1.41, -5.57], [-5.76, 4.36, 3.28], [-4.95, 3.19, 3.74], [-4.88, 2.03, 2.78], [-4.63, 0.93, 3.66], [-5.15, 1.24, 4.87], [-5.25, 0.47, 5.77], [-5.52, 2.54, 4.91], [-5.92, 5.07, 4.09], [-5.22, 4.87, 2.48], [-6.74, 4.06, 2.91], [-3.94, 3.52, 4.01], [-4.07, 2.12, 2.05], [-5.82, 1.86, 2.25], [-1.46, 7.71, 0.92], [-2.54, 8.00, 1.92], [-2.75, 6.91, 2.95], [-4.14, 7.08, 3.28], [-4.75, 7.62, 2.20], [-5.93, 7.70, 2.07], [-3.84, 8.04, 1.30], [-1.52, 8.41, 0.08], [-0.48, 7.81, 1.39], [-1.55, 6.71, 0.52], [-2.39, 8.97, 2.40], [-2.13, 7.03, 3.84], [-2.62, 5.92, 2.54], [9.77, 2.60, -3.89], [9.07, 1.47, -3.18], [9.70, 1.01, -1.88], [9.30, -0.37, -1.82], [9.11, -0.79, -3.09], [8.94, -1.92, -3.41], [9.14, 0.25, -3.95], [9.38, 2.71, -4.90], [9.61, 3.53, -3.35], [10.84, 2.41, -3.96], [8.01, 1.70, -3.03], [9.34, 1.54, -1.00], [10.79, 1.05, -1.91], [-2.92, 3.17, -3.52], [-3.46, 4.31, -2.71], [-2.53, 5.50, -2.56], [-2.94, 6.05, -1.30], [-3.45, 5.03, -0.56], [-3.70, 5.10, 0.60], [-3.62, 3.93, -1.32], [-3.55, 2.29, -3.39], [-2.90, 3.44, -4.58], [-1.91, 2.91, -3.20], [-4.43, 4.63, -3.09], [-2.64, 6.24, -3.35], [-1.48, 5.20, -2.48], [-3.09, -6.92, 1.37], [-1.77, -7.63, 1.25], [-1.32, -8.43, 2.45], [0.11, -8.39, 2.31], [0.43, -7.27, 1.63], [1.53, -6.85, 1.47], [-0.69, -6.68, 1.13], [-3.21, -6.20, 0.56], [-3.92, -7.63, 1.33], [-3.15, -6.36, 2.31], [-1.76, -8.25, 0.34], [-1.66, -9.46, 2.45], [-1.59, -7.95, 3.39], [-8.64, 1.61, -6.78], [-7.28, 1.81, -6.18], [-7.16, 1.47, -4.70], [-6.10, 2.35, -4.29], [-6.11, 3.42, -5.11], [-5.48, 4.42, -4.92], [-6.92, 3.21, -6.16], [-8.69, 2.08, -7.77], [-8.85, 0.55, -6.89], [-9.42, 2.06, -6.16], [-6.52, 1.29, -6.76], [-6.88, 0.44, -4.51], [-8.06, 1.73, -4.14]], "smiles": "CC[C@H](Br)[C@@H]1CCOS(=O)(=O)C1.C[C@@H]1COC(=O)O1.C[C@@H]1COC(=O)O1.C[C@@H]1COC(=O)O1.C[C@@H]1COC(=O)O1.C[C@@H]1COC(=O)O1.C[C@@H]1COC(=O)O1.C[C@@H]1COC(=O)O1.C[C@@H]1COC(=O)O1.C[C@@H]1COC(=O)O1", "e_homo_ev": -10.30, "max_force_ev_per_a": 1.423}



Entry 7:
{"formula": "C2H5NSi", "method": "ωB97M-V with the def2-TZVPD basis set", "elements": ["C", "C", "N", "Si", "H", "H", "H", "H", "H"], "coordinates": [[0.08, 2.06, -1.06], [0.22, 1.08, -0.32], [0.55, 0.15, 0.57], [-0.29, -1.40, 0.38], [-0.08, 2.58, -2.03], [1.00, 0.51, 1.36], [0.74, -2.51, 0.40], [-1.05, -0.83, -0.77], [-1.15, -1.62, 1.47]], "smiles": "C#CN[SiH3]", "e_homo_ev": -8.45, "max_force_ev_per_a": 3.695, "de_lowest_kj_mol": 168.2}



Entry 8:
{"formula": "C12H19N2", "method": "ωB97M-V with the def2-TZVPD basis set", "elements": ["C", "N", "C", "C", "C", "C", "C", "C", "C", "C", "C", "N", "C", "C", "H", "H", "H", "H", "H", "H", "H", "H", "H", "H", "H", "H", "H", "H", "H", "H", "H", "H", "H"], "coordinates": [[1.61, -0.84, 2.74], [1.82, -0.51, 1.27], [3.13, -0.59, 0.72], [2.97, -0.26, -0.62], [1.61, 0.08, -0.86], [0.93, -0.08, 0.34], [-0.77, 0.29, 0.37], [-1.02, 1.53, 1.18], [-1.58, -0.97, 0.81], [-2.59, -1.09, -0.26], [-1.73, -0.76, -1.49], [-1.21, 0.56, -1.08], [-0.28, 1.33, -1.91], [1.06, 0.61, -2.18], [0.97, -1.69, 2.85], [2.74, -0.87, 3.05], [1.24, -0.02, 3.29], [3.88, -0.89, 1.38], [3.53, -0.34, -1.50], [-0.67, 2.42, 0.57], [-0.42, 1.60, 2.02], [-2.06, 1.65, 1.46], [-1.94, -0.78, 1.80], [-1.02, -1.85, 0.88], [-3.04, -2.06, -0.32], [-3.25, -0.22, -0.14], [-0.96, -1.62, -1.49], [-2.36, -0.54, -2.39], [-2.02, 1.16, -0.91], [-0.19, 2.20, -1.31], [-0.89, 1.50, -2.93], [1.67, 1.37, -2.55], [0.85, -0.32, -2.78]], "smiles": "Cn1ccc2c1[C@]1(C)CCC[N@@H+]1CC2", "e_homo_ev": -11.54, "max_force_ev_per_a": 4.747, "total_charge": 1, "de_lowest_kj_mol": 303.6}